ORCA calculation (the ωB97M-V functional and the def2-TZVPD basis) on C19H43GdOP3S2 as an isolated structure in a non-equilibrium geometry.

The value obtained for the total energy is -92789.51823 eV. The max |F| is 6.18 eV/A. The expectation value of S² is 16.2193. The energy relative to the best compared isomer or geometry (same formula, charge and spin) comes out at 90.5 kcal/mol. Its HOMO-LUMO gap (spin up / spin down) is 0.1557 / 0.1609 Ha.

```
! wB97M-V def2-TZVPD RIJCOSX def2/J DEFGRID3
* xyz 3 8
Gd -0.73 -0.47 -1.14
P 1.51 0.88 0.21
P -2.11 1.87 -0.34
P 0.63 1.61 -2.99
H 0.79 -5.23 -0.50
C 1.49 -4.95 -1.25
C 2.62 -4.18 -0.93
H 2.75 -3.84 0.09
C 1.72 0.08 1.85
C 1.57 2.63 0.76
C 3.22 0.68 -0.42
C -3.88 1.72 -0.80
C -2.25 1.91 1.49
C -1.81 3.64 -0.70
C 1.97 0.82 -3.97
C 1.36 3.28 -2.74
C -0.60 2.01 -4.31
H 1.40 -5.38 -2.25
H 3.35 -3.92 -1.68
H 1.72 -1.01 1.74
H 0.90 0.37 2.52
H 2.68 0.41 2.27
H 0.73 2.84 1.43
H 1.54 3.31 -0.09
H 2.52 2.77 1.31
H 3.39 -0.38 -0.66
H 3.91 1.00 0.38
H 3.39 1.28 -1.32
H -4.43 2.60 -0.46
H -4.31 0.81 -0.35
H -3.97 1.63 -1.90
H -3.05 2.61 1.78
H -1.31 2.23 1.95
H -2.51 0.90 1.87
H -2.69 4.22 -0.36
H -1.67 3.79 -1.78
H -0.92 4.00 -0.17
H 1.95 1.23 -4.99
H 1.81 -0.26 -4.02
H 2.94 1.01 -3.51
H 1.53 3.77 -3.71
H 2.33 3.21 -2.22
H 0.69 3.91 -2.15
H -0.06 2.23 -5.24
H -1.21 2.87 -4.01
H -1.26 1.15 -4.48
C -0.74 -2.36 -4.67
C -1.83 -2.31 -5.59
C -1.95 -3.19 -6.68
C -0.96 -4.18 -6.89
C 0.09 -4.33 -5.94
C 0.17 -3.44 -4.87
S -0.57 -1.35 -3.40
H -1.94 -1.61 -1.41
H -2.62 -1.59 -5.41
H -2.80 -3.12 -7.41
H -1.00 -4.84 -7.77
H 0.83 -5.16 -6.07
H 0.94 -3.58 -4.11
C -1.04 -1.83 3.38
S -1.27 -2.62 1.79
C -3.07 -2.76 1.73
O -0.86 -1.31 1.01
H -1.59 -0.87 3.32
H 0.03 -1.64 3.44
H -1.39 -2.48 4.17
H -3.54 -1.89 2.20
H -3.41 -2.88 0.69
H -3.34 -3.67 2.29
*
```